Arrangement i

{
  "formula": "C4H7NO",
  "method": "the ωB97M-V functional and the def2-TZVPD basis",
  "symbols": ["C", "C", "O", "C", "C", "N", "H", "H", "H", "H", "H", "H", "H"],
  "positions_angstrom": [[-1.027, -0.891, -0.267], [-0.252, 0.406, -0.418], [-1.041, 1.538, -0.093], [0.995, 0.460, 0.487], [2.357, -0.786, -0.576], [1.873, -0.814, 0.514], [-1.943, -0.857, -0.864], [-0.427, -1.748, -0.584], [-1.299, -1.044, 0.786], [0.026, 0.551, -1.471], [-1.537, 1.329, 0.711], [0.698, 0.498, 1.525], [1.577, 1.359, 0.250]],
  "e_homo_ev": -10.8239,
  "e_lumo_ha": 0.0221
}

=====

Arrangement ii

{
  "formula": "C4H7NO",
  "method": "the ωB97M-V functional and the def2-TZVPD basis",
  "symbols": ["C", "C", "N", "H", "H", "H", "C", "C", "O", "H", "H", "H", "H"],
  "positions_angstrom": [[-1.848, -0.454, 0.606], [-1.440, 0.761, 0.354], [-0.923, 1.849, 0.110], [-1.497, -0.927, 1.516], [-2.425, -1.022, -0.113], [-0.025, 1.631, -0.351], [0.615, -0.929, -0.865], [1.394, 0.020, -0.357], [1.741, 0.007, 0.966], [0.284, -1.752, -0.243], [0.261, -0.882, -1.888], [1.807, 0.821, -0.971], [2.056, 0.876, 1.235]],
  "e_homo_ev": -8.9060,
  "smiles": "C=C=N.C=CO",
  "e_lumo_ha": 0.0276
}

=====

Stability verdict: arrangement i, ahead by 0.0118 hartree